32
Properties=species:S:1:pos:R:3:lowdin_spin:R:1 method="wB97M-V/def2-TZVPD" homo_ev="-10.87 / -11.17" charge=+1 spin_multiplicity=2
Be 22.291 3.221 15.777 0.792
Be 23.446 7.279 17.302 0.726
Br 25.342 7.329 19.710 0.184
O 25.629 3.752 18.647 0.004
C 24.823 3.806 17.642 0.013
O 24.191 4.853 17.417 0.110
O 24.541 2.722 17.163 0.077
H 25.336 4.526 19.133 0.000
C 21.300 2.550 19.234 0.004
O 21.419 3.170 18.186 0.081
N 22.274 1.902 19.789 0.001
N 20.151 2.191 19.756 0.001
H 23.147 1.997 19.290 0.000
H 22.029 1.238 20.509 0.000
H 19.375 2.806 19.556 0.000
H 20.116 1.678 20.625 0.000
C 24.339 -0.819 18.919 0.000
O 24.181 -1.399 19.935 -0.002
N 25.062 0.311 18.696 0.000
N 23.662 -1.283 17.878 0.000
H 25.495 0.890 19.401 0.000
H 25.027 0.747 17.786 0.000
H 23.705 -0.771 17.008 0.000
H 23.056 -2.089 17.935 0.000
C 27.679 1.931 20.712 -0.081
O 28.083 0.771 20.914 -0.803
N 26.504 2.358 21.181 -0.029
N 28.350 2.864 20.132 -0.068
H 26.063 3.253 21.027 -0.005
H 26.062 1.729 21.837 0.000
H 29.240 2.545 19.777 -0.001
H 27.689 3.567 19.833 -0.003

9
Properties=species:S:1:pos:R:3:mulliken_charge:R:1 method="wB97M-V/def2-TZVPD" homo_ev=-9.96 e_above_lowest_ev=0.4334 charge=0 smiles=FCC(F)(F)SCl
F -1.832 -0.898 -0.545 -0.263
C -1.138 0.056 0.079 -0.663
C 0.292 -0.248 0.023 0.856
F 0.615 -1.031 1.074 -0.222
F 0.583 -1.099 -1.043 -0.239
S 1.174 1.345 -0.247 0.006
Cl 3.062 0.715 -0.235 -0.139
H -1.341 0.048 1.088 0.352
H -1.415 1.111 -0.193 0.311

Number 1: energy -3543.28227 Eh. Number 2: energy -1235.35264 Eh.